Entry 1:
C21H22BrN4O3Pt as an isolated structure. Source: the Open Molecules 2025 dataset; level of theory: ωB97M-V/def2-TZVPD.

Structure (XYZ):
```
52
Properties=species:S:1:pos:R:3:forces:R:3
Pt 0.1695 -0.1702 0.2362 0.32 -0.23 -0.19
O 3.1685 -1.1014 -2.1609 0.09 -0.09 0.00
C 2.8146 -1.9181 -3.0965 0.06 -0.02 0.01
C 3.7154 -2.1354 -4.1901 -0.07 0.09 0.19
C 3.4320 -3.1161 -5.0916 -0.12 -0.13 -0.06
C 2.2610 -3.8862 -4.9419 0.00 0.03 0.02
C 1.3339 -3.6309 -3.8917 -0.01 -0.11 -0.28
C 1.5643 -2.6355 -3.0002 0.17 0.17 0.18
C 0.5800 -2.2905 -1.8899 0.17 -0.02 -0.12
O 1.1903 -1.7646 -0.7850 -0.26 -0.03 -0.04
N -0.4162 -1.3071 -2.4265 0.25 -0.11 -0.17
N -0.9472 -0.4592 -1.5881 -0.20 0.21 0.27
C -2.0462 0.1975 -1.9357 -0.06 -0.01 -0.11
C -2.7363 1.0680 -1.0952 0.28 0.03 0.22
Br -2.0825 1.2576 0.6730 -0.28 0.07 0.02
C -3.9263 1.6557 -1.5293 -0.15 0.06 -0.06
C -4.8211 2.5449 -0.9258 0.06 0.02 -0.05
C -4.5225 3.4057 0.1761 0.01 -0.04 -0.04
C -5.5056 4.1830 0.7140 -0.08 0.06 0.00
C -6.8142 4.1256 0.1922 0.08 -0.02 0.01
C -7.1207 3.3286 -0.9169 -0.12 0.09 0.05
C -6.1362 2.5766 -1.4926 0.06 0.01 -0.02
H 2.5061 -1.2201 -1.3938 -0.05 0.14 -0.13
H 4.6225 -1.5453 -4.2317 -0.03 0.00 0.02
H 4.1146 -3.3216 -5.9052 -0.03 -0.03 -0.01
H 2.0579 -4.6883 -5.6404 -0.01 0.02 0.02
H 0.4383 -4.2390 -3.8163 0.06 -0.02 -0.04
H 0.0056 -3.1972 -1.6622 -0.06 -0.02 0.17
H -0.9110 -1.5161 -3.2894 -0.01 0.00 0.00
H -2.4615 0.0416 -2.9282 0.05 -0.06 -0.01
H -4.2359 1.3078 -2.5129 0.01 -0.08 0.06
H -3.5082 3.5076 0.5344 -0.07 -0.05 0.02
H -5.2784 4.8591 1.5274 -0.05 -0.01 -0.01
H -7.5912 4.7309 0.6430 0.01 0.01 -0.01
H -8.1233 3.3216 -1.3218 0.00 0.01 0.02
H -6.3566 1.9675 -2.3617 0.04 0.00 0.04
N 1.2390 0.1926 1.8469 0.00 0.08 0.21
C 1.8646 0.3700 2.8213 -0.11 0.06 -0.18
N 2.5500 0.5884 3.8722 0.05 0.02 -0.04
C 4.0005 0.9283 3.7960 0.08 -0.07 0.14
C 4.7769 -0.2679 4.3329 -0.16 -0.03 0.03
O 4.3413 -0.5889 5.6346 -0.04 0.02 -0.03
C 2.9860 -0.9760 5.6841 0.07 0.08 -0.12
C 2.0866 0.1659 5.2226 0.11 -0.07 0.13
H 4.1615 1.7919 4.4392 -0.09 0.07 -0.02
H 4.2727 1.1767 2.7732 -0.07 -0.02 -0.04
H 5.8309 -0.0134 4.3949 0.07 -0.02 0.02
H 4.6512 -1.1227 3.6559 0.03 -0.05 0.02
H 2.7544 -1.2117 6.7188 0.01 -0.06 0.06
H 2.8066 -1.8629 5.0641 0.05 -0.04 0.00
H 2.2040 1.0212 5.8858 -0.02 0.09 -0.06
H 1.0406 -0.1279 5.1830 -0.02 0.01 -0.07
```
Forces are in eV/Å.

Computed properties:
Kohn-Sham gap (spin up / spin down): 7.1 / 5.1 eV
spin multiplicity: 5
charge: +3
HOMO energy (spin up / spin down): -16.711 / -16.642 eV
<S²>: 6.14



Entry 2:
A 5-piece molecular cluster, C21H22Cl2N4 overall. Source: the Open Molecules 2025 dataset; level of theory: ωB97M-V/def2-TZVPD.

Structure (XYZ):
```
49
Properties=species:S:1:pos:R:3:forces:R:3
C 2.8483 9.6339 -0.7746 -1.07 -0.03 -3.13
C 3.2477 10.6209 -1.7295 -1.57 -1.30 0.56
C 2.4948 10.6895 -2.9425 -0.35 -0.93 1.44
N 1.4554 9.8884 -3.2217 -0.25 -0.88 0.56
C 1.0959 8.8631 -2.3809 2.50 1.56 0.73
C 1.8333 8.6812 -1.1885 0.96 1.89 0.75
H 3.2611 9.5510 0.2200 0.24 0.03 -0.10
H 4.0261 11.3275 -1.4823 0.02 0.10 -0.19
H 2.6597 11.4600 -3.6811 0.29 0.08 -0.02
H 0.2668 8.2293 -2.6589 0.00 0.05 -0.12
H 1.6966 7.9657 -0.3911 -0.79 -0.57 -0.47
C 5.3134 -5.9770 3.9335 0.40 0.31 0.07
C 5.7701 -5.5446 5.1670 -0.54 -0.33 0.14
C 5.7753 -4.1855 5.4657 -0.28 0.62 -1.94
N 5.4432 -3.2125 4.5342 -0.48 -2.12 0.89
C 4.9804 -3.7236 3.3669 0.33 2.02 0.13
C 4.9621 -5.0155 3.0073 -0.28 -3.10 0.41
H 5.1651 -7.0055 3.6392 0.32 -0.24 0.39
H 5.9983 -6.2724 5.9316 0.14 0.06 0.17
H 6.0155 -3.9330 6.4879 0.20 0.71 -0.12
H 4.5418 -3.1186 2.5872 0.31 1.20 0.36
H 4.5594 -5.4586 2.1086 -0.11 0.87 -0.49
C -3.5881 -0.7671 3.0448 -1.00 0.15 -0.72
C -2.6685 -1.7563 2.8730 1.60 -1.21 0.29
C -1.3280 -1.4502 2.5787 -0.83 2.15 1.11
N -0.9355 -0.1556 2.5091 -0.76 -0.31 -0.24
C -1.8894 0.8196 2.5701 0.71 -1.77 -0.79
C -3.2415 0.5315 2.7565 1.01 1.01 0.19
H -4.6209 -0.9961 3.2621 -0.05 -0.14 0.13
H -2.8984 -2.7917 3.0771 -0.27 -0.09 -0.13
H -0.5409 -2.1891 2.6085 -0.02 -0.14 -0.36
H -1.4828 1.7908 2.3297 -0.32 0.31 0.30
H -3.9704 1.3272 2.7116 -0.07 0.03 0.19
C -2.5346 -1.1379 -4.4538 0.34 -0.58 -0.36
C -2.7762 -2.1163 -5.4114 1.86 -1.39 0.94
C -1.7983 -3.1383 -5.5169 0.62 0.53 1.04
N -0.7224 -3.3296 -4.6842 -1.21 1.57 -0.20
C -0.5663 -2.3814 -3.7091 -1.63 0.08 -0.87
C -1.4130 -1.2697 -3.5912 -1.06 -0.16 -1.04
H -3.2298 -0.3123 -4.4937 0.13 0.32 0.78
H -3.6730 -2.2759 -5.9916 -0.01 0.72 -0.21
H -1.9143 -3.7911 -6.3694 0.26 -0.57 0.19
H 0.1778 -2.4705 -2.9314 0.43 -0.50 -0.32
H -1.2779 -0.5246 -2.8211 0.26 -0.03 0.05
Cl -7.9197 -4.1287 0.0614 0.04 -0.01 -0.72
C -7.3881 -5.0504 -1.3976 -0.84 -0.21 0.47
Cl -5.6883 -5.3499 -1.3466 0.93 -0.18 -0.02
H -7.9169 -6.0005 -1.3214 0.11 0.18 -0.19
H -7.6052 -4.5494 -2.3410 -0.24 0.23 0.46
```
Forces are in eV/Å.

Computed properties:
Kohn-Sham gap: 10.1 eV
HOMO energy: -9.566 eV